Record 1
DFT (the ωB97M-V functional and the def2-TZVPD basis) results for C19H38AgBr2O11S4 as an isolated structure.

Calculated values
Highest occupied orbital energy (alpha / beta)   -8.517 / -8.106 eV
LUMO energy (alpha / beta)   0.017 / -0.084 hartree
2S+1   2
Charge   0

Each line ends with the Mulliken charge.
Geometry (Å):
Ag 0.1566 0.1090 -0.3185  1.216
Br -0.7310 -1.1758 1.9220  -0.742
Br 1.0898 1.6453 -2.3875  -0.612
S 3.1418 -1.8743 1.0419  0.556
S 2.3209 2.2409 1.6947  0.833
S -3.1001 -0.5597 -1.7899  0.759
S 0.4284 -2.5894 -2.5971  0.814
O -0.0084 -3.9692 -2.3862  -0.738
O -2.2428 4.0248 -0.2193  -0.408
O -3.1722 2.8056 1.2367  -0.452
O -3.2934 -0.7894 -3.2545  -0.689
O 4.4376 -2.1412 0.4297  -0.694
O -1.1391 2.1628 0.5303  -0.152
O -1.8543 0.0684 -1.3314  -0.167
O 2.1464 -1.1516 0.2222  -0.489
O 1.4301 1.3447 0.9847  -0.017
O 3.6305 1.7165 2.1731  -0.741
O -0.0014 -1.4612 -1.7899  0.342
C 1.5168 4.5219 2.9897  -0.740
C 2.5408 3.8491 0.7883  -0.879
C -5.2847 -0.4299 -0.1465  -0.547
C -5.1369 -1.8286 -0.7101  -0.775
C -4.4862 0.4545 -1.0746  -0.321
C 2.3233 -2.7345 -2.7942  -0.467
C 2.5623 -2.8516 -4.3544  -0.763
C 3.2040 -1.2468 2.7709  -0.215
C 1.2397 -2.8929 -5.1047  -0.743
C 2.9649 -3.8020 2.9230  -0.655
C 0.1531 -2.1190 -4.3676  -0.740
C 1.5369 4.7920 1.4998  -0.181
C -2.0633 2.9219 0.5157  0.480
C -3.3589 1.8013 2.1977  -0.417
C 2.8160 -2.4822 3.6968  -0.841
C -3.5802 -2.0444 -0.7847  -0.560
C 1.4458 3.0040 3.1817  -0.645
C 2.4788 -3.6152 1.5119  -0.609
C -1.3949 4.3033 -1.2990  -0.370
H 0.1653 -1.0485 -4.5722  0.341
H 4.0095 -4.1103 2.8787  0.289
H 3.0739 -3.7927 -4.5561  0.269
H 2.8543 -1.8258 -2.5110  0.113
H 1.8568 5.8046 1.2541  0.480
H -1.4937 5.3509 -1.5835  0.268
H 3.5161 4.1480 1.1724  0.420
H -6.3486 -0.2077 -0.2290  0.319
H 2.4448 3.6942 -0.2863  0.423
H 2.3988 4.9579 3.4588  0.301
H 1.4154 -3.3965 1.4138  0.229
H 1.9104 2.5651 4.0647  0.473
H 1.7889 -2.3694 4.0438  0.304
H -3.1535 -1.9811 0.2163  0.183
H -3.1875 -2.9732 -1.1985  0.484
H -5.1496 0.8478 -1.8448  0.446
H -0.3735 4.0963 -0.9798  0.014
H 2.5335 -4.3158 0.6787  0.491
H 3.4102 -2.3722 4.6039  0.359
H -5.6320 -1.8535 -1.6809  0.330
H 1.1686 -2.7863 -6.1871  0.435
H -0.8865 -2.3259 -4.6218  0.485
H -3.2616 0.7471 1.9380  0.007
H -2.7077 1.9930 3.0505  0.279
H 2.6133 -3.6139 -2.2192  0.440
H 0.9847 -3.9481 -5.0069  0.325
H 3.2374 -2.0756 -4.7154  0.389
H -1.4272 3.6678 -2.1840  0.209
H 2.3819 -0.5536 2.9492  -0.150
H -4.9530 -0.3019 0.8839  0.238
H -4.3113 1.9379 2.7099  0.274
H 0.7126 5.0878 3.4601  0.375
H 2.4159 -4.5924 3.4348  0.366
H -5.6231 -2.6378 -0.1654  0.395
H 0.5224 4.7618 1.1022  -0.032
H -4.1061 1.3699 -0.6211  -0.050
H 4.0613 -0.6006 2.9591  0.631
H 0.4222 2.6452 3.2892  0.217

Record 2
DFT (the ωB97M-V functional and the def2-TZVPD basis) results for C19H38AsN2SSe2Si2Te3Zr as an isolated structure.

Calculated values
Highest occupied orbital energy   -9.955 eV
Relative energy (zero: lowest compared OMol25 entry of this formula, charge and spin)   37.9 kcal/mol
LUMO energy   -0.136 hartree
Charge   +1

Each line ends with the Mulliken charge.
Geometry (Å):
Te 2.2554 -3.9426 2.9153  0.020
Te 2.2366 1.3061 0.8832  -0.077
Te 3.4055 -4.1219 0.4477  0.076
Zr 1.3187 -1.6290 1.2814  0.150
Se 2.8341 -1.5404 3.4264  -0.356
Se 2.5045 -2.1791 -0.9212  -0.388
As -0.5970 -0.3741 0.0993  0.437
S -0.3206 -3.7779 0.5850  -0.118
Si -1.1912 0.0354 2.3568  1.107
Si -1.1596 1.7127 -0.8915  0.278
N -1.5925 -3.6242 -1.7406  0.215
N -2.9432 -3.2713 0.0998  0.139
C -0.2776 1.3817 3.2824  -1.174
C -2.8244 1.2883 -1.5838  -0.926
C 3.9312 2.4020 -1.2120  0.378
C 4.2553 3.1610 -0.0886  0.587
C -1.7097 -3.4837 -0.4225  0.261
C 4.2544 2.8631 -2.4837  -0.838
C -3.2510 -3.6131 1.4858  -1.044
C -3.0075 0.4512 2.4786  -1.244
C 5.1735 4.8671 -1.5185  -0.590
C -2.7291 -3.8245 -2.6461  -1.143
C -0.2815 -3.5348 -2.3990  -0.909
C 0.0524 1.9825 -2.2681  -0.892
C 4.8760 4.0967 -2.6364  -0.565
C -3.8287 -2.2122 -0.4116  -0.780
C 3.9439 2.5893 1.2715  -1.199
C 3.2655 1.0754 -0.9770  -0.884
C -1.2074 3.1520 0.2604  -0.759
C 4.8679 4.3990 -0.2472  -0.756
C -0.8716 -1.5395 3.3938  -1.804
H -4.8515 -2.5809 -0.5074  0.390
H -3.1985 0.9774 3.4193  0.462
H -0.8168 1.5684 4.2194  0.473
H -3.3224 1.0982 1.6528  0.237
H -0.2258 2.3228 2.7317  0.273
H 2.5734 0.7895 -1.7612  0.517
H -0.3590 -4.0060 -3.3782  0.282
H -3.5999 -4.1615 -2.0964  0.362
H 0.7372 1.0781 3.5484  0.247
H -3.4897 -1.8275 -1.3608  0.187
H -1.7592 -1.7646 3.9950  0.462
H -0.3651 2.6424 -3.0374  0.466
H -2.4538 -4.5977 -3.3613  0.416
H -2.7023 0.4104 -2.2242  0.141
H 0.4758 -4.0446 -1.8129  0.407
H 0.9687 2.4396 -1.8885  0.115
H -3.8141 -1.3815 0.2919  0.118
H 4.7727 2.0187 1.6928  0.448
H -3.2591 2.1010 -2.1738  0.432
H 5.6409 5.8375 -1.6373  0.400
H -1.8749 2.9913 1.1131  0.242
H -0.0588 -1.3810 4.1015  0.583
H -3.5178 1.0226 -0.7805  0.246
H -2.9709 -2.9189 -3.2033  0.361
H 5.1120 4.9985 0.6234  0.446
H -2.9904 -2.8036 2.1617  0.145
H 0.0154 -2.4971 -2.5237  0.200
H 5.1208 4.4592 -3.6273  0.407
H 3.6462 3.3533 1.9877  0.570
H 0.3073 1.0281 -2.7375  0.258
H -0.2023 3.3530 0.6344  0.120
H -4.3271 -3.7867 1.5487  0.359
H -3.6332 -0.4443 2.4581  0.372
H -2.7314 -4.5147 1.7866  0.434
H 3.9883 0.2753 -0.8481  0.720
H -1.5547 4.0377 -0.2869  0.452
H -0.6825 -2.4439 2.8139  0.615
H 4.0205 2.2563 -3.3532  0.436

Record 3
DFT (the ωB97M-V functional and the def2-TZVPD basis) results for a 2-piece molecular cluster, C19H38Cl2FN3O2P overall.

Calculated values
Highest occupied orbital energy   -12.094 eV
LUMO energy   -0.082 hartree
Charge   +1

Each line ends with the Mulliken charge.
Geometry (Å):
Cl -2.1098 0.0325 4.4863  -0.157
Cl -3.3219 2.5472 6.4364  -0.177
P -0.6463 -3.0770 0.7466  -0.239
F 1.7440 0.9310 2.7433  -0.445
O -0.7827 2.0028 -2.8040  -0.174
O -1.7016 1.7099 0.1183  -0.311
N -0.0905 1.8370 1.8100  -0.544
N 2.8472 -3.3101 1.1045  -0.541
N 0.1397 -1.4519 0.9140  0.293
C -1.3613 1.6328 4.7676  -0.197
C 3.0176 1.5830 -1.3760  -1.070
C -2.3912 -2.6389 0.2111  -0.413
C 1.6239 2.3355 -3.3725  -0.950
C 0.0364 -4.0273 -0.7070  -0.403
C 1.5311 -1.2155 0.4315  -0.040
C 0.1270 2.4349 -3.8096  -0.682
C 0.7763 0.6488 1.7800  1.063
C 1.5063 0.3817 0.3815  0.435
C -2.5896 1.0367 -4.1787  -1.055
C 2.8433 1.1290 0.1155  -1.098
C 0.1111 -0.7373 2.2262  -0.281
C -1.6114 2.1351 6.1696  -0.539
C -2.1326 2.2127 -3.2086  -0.242
C 1.8738 2.5771 -1.8449  -0.208
C -0.0117 -3.2571 -2.0944  -0.836
C -3.1544 -1.7834 1.2901  -1.045
C 2.7306 -1.8630 1.2295  -1.207
C -0.9555 1.8147 0.9561  0.635
H 0.9713 2.4511 -1.2131  0.126
H -2.8231 2.1824 -2.3413  0.223
H 0.7866 -1.1207 3.0169  0.255
H -2.9836 -0.6874 1.1861  0.194
H 1.0669 -4.3990 -0.5601  0.347
H 2.0297 -3.8127 1.4384  0.324
H 3.9668 2.1631 -1.4236  0.477
H -2.4344 1.4102 -5.2153  0.323
H -1.7477 2.3223 4.0204  0.261
H -2.2834 3.1949 -3.7153  0.317
H -0.7527 -2.4286 -2.1075  0.063
H -2.9927 -3.5371 -0.0294  0.563
H -2.3622 -2.0091 -0.7167  0.172
H 0.0000 1.7500 -4.6890  0.316
H 2.7483 -1.5428 2.2983  0.296
H 3.1308 -3.6059 0.1756  0.314
H 3.7550 0.5995 0.4553  0.462
H 3.6642 -1.4379 0.7947  0.387
H -0.6103 -4.9353 -0.7841  0.500
H -0.9454 -0.6630 2.5628  -0.344
H -1.3201 1.3985 6.9170  0.347
H -0.2903 1.5160 4.6019  0.166
H 0.8795 0.5308 -0.5355  0.196
H -4.2417 -1.9234 1.0821  0.465
H 2.1992 3.1139 -3.9280  0.329
H 3.1054 0.6915 -2.0312  0.330
H -2.9734 -2.1442 2.3225  0.260
H 1.7488 -1.5528 -0.6076  0.275
H -0.0644 3.4674 -4.1843  0.433
H -1.8727 0.1997 -4.0312  0.229
H 0.9735 -2.8196 -2.3518  0.279
H 2.2517 3.6126 -1.6839  0.568
H -3.6419 0.7448 -3.9976  0.353
H -0.3142 -3.9793 -2.8845  0.340
H -1.0343 3.0433 6.3423  0.354
H 2.0139 1.3599 -3.7387  0.328
H -0.4528 -0.8464 0.3163  0.240
H 2.8024 2.0722 0.7169  0.359

Record 4
DFT (the ωB97M-V functional and the def2-TZVPD basis) results for C19H38Cl6O4S as an isolated structure.

Calculated values
Highest occupied orbital energy   -10.133 eV
LUMO energy   0.020 hartree
Charge   0

Each line ends with the Mulliken charge.
Geometry (Å):
Cl -0.2138 5.2436 -5.6601  -0.190
Cl 2.6715 3.4872 -6.0705  -0.182
Cl -4.1286 1.8344 -2.2176  -0.195
Cl -1.0334 1.0190 -3.3740  -0.151
Cl 1.5828 -5.9760 -2.2832  -0.174
Cl 1.3239 -5.3376 1.0376  -0.136
S 1.6124 2.4070 3.1563  1.178
O 0.7957 2.8977 2.1102  -0.533
O 1.3485 2.9285 4.4292  -0.604
O 1.7082 0.8255 3.1493  -0.442
O 3.1614 2.6361 2.8186  -0.357
C 1.8319 -7.1338 -0.9520  -0.409
C -2.8329 1.2996 3.0517  -0.939
C 2.4237 0.5049 1.9114  0.843
C -2.7016 0.5284 5.4914  -1.260
C 1.6226 -1.7190 -0.1165  -0.653
C 0.2612 -2.3358 -0.4203  -0.486
C 0.9133 -6.8619 0.2105  -0.578
C -1.8186 0.7521 0.7675  -0.773
C -1.1674 -0.2822 -0.1926  -0.405
C 1.1181 3.1982 -6.8917  -0.281
C -2.0867 2.3321 -3.9612  0.008
C 0.3721 4.4804 -7.1617  -0.487
C -2.1569 1.4945 4.4117  -0.004
C 3.5100 1.6086 1.8610  -0.548
C 2.1478 -1.9820 1.3029  -0.615
C -2.1186 0.2538 2.1742  -0.225
C -2.8921 2.9527 -2.8504  -0.510
C -0.8875 -1.6717 0.3803  -0.479
C 3.0237 -0.8637 1.8764  -1.757
H -2.2581 3.2574 -2.0213  0.298
H 1.3425 2.7018 -7.8341  0.316
H 1.0025 -7.6596 0.9459  0.333
H 1.6616 -0.6536 -0.3232  0.479
H -1.1629 0.0485 2.6574  -0.041
H -1.1367 1.5889 0.8776  0.062
H 0.5342 2.5196 -6.2738  0.168
H 3.4293 2.0740 0.8818  0.262
H 0.3063 -3.3851 -0.1305  -0.237
H -1.9848 -0.2534 5.7262  0.297
H 0.0484 -2.2338 -1.4801  0.381
H -0.2909 0.1697 -0.6423  0.267
H -2.8500 1.0902 6.4078  0.352
H -2.7423 1.1285 0.3320  0.328
H -1.7484 -2.3102 0.2121  0.400
H -0.5028 4.2739 -7.7759  0.280
H -1.8570 -0.4231 -1.0197  0.583
H 1.7354 0.7899 1.1225  0.293
H -3.6149 0.0447 5.1640  0.299
H 4.0018 -0.8296 1.4081  0.471
H -2.9415 2.2418 2.5228  0.445
H 0.9959 5.2026 -7.6813  0.378
H 3.2192 -1.1202 2.9183  0.364
H 4.5285 1.3009 2.0448  0.378
H 2.3365 -2.1827 -0.7957  0.393
H 1.6341 -8.1276 -1.3500  0.308
H 1.3720 -2.2143 2.0293  0.497
H -3.4178 3.8288 -3.2262  0.383
H -2.2876 2.5150 4.7558  0.425
H 2.7825 -2.8621 1.2569  0.467
H 2.8754 -7.0816 -0.6529  0.304
H -1.0921 1.2963 4.3373  -0.111
H -3.8174 0.8974 3.2734  0.347
H -0.5573 -1.6615 1.4109  0.250
H -1.4371 3.0816 -4.4082  -0.185
H -2.6425 -0.6971 2.1862  0.434
H -0.1240 -6.8004 -0.1081  0.330
H -2.7305 1.9237 -4.7364  0.344